ORCA calculation (ωB97M-V/def2-TZVPD) on a structure of composition C49H49BFIrN7O4PS2 in a non-equilibrium geometry.

Each line ends with the Mulliken charge.
Geometry (Å):
Ir: -1.178 1.978 0.297  2.406
C: 0.810 4.176 3.483  -0.901
C: 1.631 5.035 2.758  -1.011
C: 1.683 4.929 1.383  -0.508
C: 0.888 3.989 0.722  0.403
C: 0.039 3.138 1.437  0.209
C: 0.046 3.220 2.829  -0.121
C: 0.839 3.845 -0.725  1.045
C: 1.538 4.719 -1.595  -1.332
C: 1.383 4.624 -2.934  -1.408
C: 0.533 3.631 -3.468  1.513
C: 0.312 3.507 -4.856  -0.880
C: -0.505 2.532 -5.351  -0.939
C: -1.119 1.633 -4.458  -0.668
C: -0.927 1.735 -3.106  1.357
C: -0.105 2.748 -2.566  -0.677
N: 0.058 2.877 -1.201  0.489
H: 0.749 4.266 4.561  0.460
H: 2.228 5.781 3.266  0.385
H: 2.351 5.580 0.832  0.420
H: -0.571 2.560 3.423  0.230
H: 2.172 5.486 -1.178  0.321
H: 1.891 5.308 -3.605  0.495
H: 0.808 4.205 -5.522  0.448
H: -0.668 2.441 -6.417  0.518
H: -1.753 0.842 -4.842  0.536
H: -1.402 1.037 -2.438  -0.502
C: -2.201 -3.005 6.284  -1.026
C: -1.261 -1.806 6.331  -1.091
N: -0.971 -1.277 4.995  0.242
C: -1.810 -0.356 4.480  -0.230
C: -1.678 0.232 3.262  -0.218
C: -2.741 1.230 2.876  0.115
O: -3.666 1.398 3.655  -0.810
O: -2.612 1.832 1.754  -0.761
C: -0.576 -0.117 2.443  0.966
O: -0.320 0.329 1.311  -1.032
C: 0.318 -1.148 2.979  0.933
C: 1.414 -1.556 2.222  -0.059
C: 2.258 -2.516 2.697  -0.002
F: 3.345 -2.837 1.967  -0.371
C: 2.024 -3.162 3.916  -1.716
C: 0.932 -2.762 4.663  -0.469
C: 0.093 -1.728 4.235  -0.051
N: 2.817 -4.239 4.402  0.313
C: 3.419 -4.109 5.724  -0.661
C: 3.353 -5.492 6.401  -0.738
N: 3.211 -6.511 5.307  -0.139
C: 4.193 -6.228 4.211  -0.686
C: 3.731 -4.938 3.499  -0.792
H: -2.372 -3.387 7.291  0.392
H: -1.785 -3.804 5.668  0.300
H: -3.161 -2.715 5.857  0.353
H: -0.322 -2.061 6.818  0.483
H: -1.708 -1.001 6.910  0.476
H: -2.659 -0.070 5.089  0.692
H: 1.600 -1.091 1.261  0.141
H: 0.723 -3.294 5.582  0.775
H: 2.882 -3.377 6.318  0.514
H: 4.459 -3.771 5.650  0.303
H: 2.491 -5.589 7.057  0.420
H: 4.255 -5.715 6.966  0.369
H: 2.281 -6.373 4.903  0.375
H: 3.290 -7.460 5.667  0.319
H: 4.225 -7.072 3.527  0.371
H: 5.172 -6.118 4.672  0.329
H: 3.200 -5.181 2.581  0.535
H: 4.610 -4.349 3.232  0.469
S: 3.163 -2.668 -1.670  -0.381
P: 1.926 -1.481 -2.674  1.405
S: 1.208 -0.370 -1.192  -0.516
C: 0.635 -2.385 -3.544  -0.140
C: -0.706 -2.173 -3.243  0.723
C: -1.682 -2.886 -3.926  -0.594
C: -1.314 -3.803 -4.899  -0.520
C: 0.029 -4.019 -5.194  -0.683
C: 1.007 -3.311 -4.517  -0.530
C: 2.767 -0.506 -3.944  0.315
C: 4.138 -0.278 -3.856  -0.550
C: 4.771 0.496 -4.818  -0.674
C: 4.037 1.037 -5.866  -0.536
C: 2.669 0.815 -5.949  -0.656
C: 2.029 0.045 -4.989  -0.247
H: -0.981 -1.471 -2.464  -0.276
H: -2.726 -2.733 -3.684  0.446
H: -2.077 -4.361 -5.428  0.404
H: 0.309 -4.744 -5.947  0.388
H: 2.057 -3.476 -4.736  0.393
H: 4.696 -0.717 -3.040  0.375
H: 5.836 0.674 -4.753  0.407
H: 4.536 1.624 -6.627  0.414
H: 2.102 1.238 -6.770  0.441
H: 0.963 -0.134 -5.054  0.393
N: -2.484 3.413 -0.496  -0.677
C: -3.412 3.451 -1.183  0.695
N: -4.516 3.516 -1.890  -0.107
C: -4.464 3.134 -3.312  -0.499
C: -4.042 4.342 -4.128  -0.363
O: -4.916 5.436 -3.896  -0.442
C: -4.954 5.819 -2.530  -0.430
C: -5.415 4.665 -1.656  -0.716
H: -5.468 2.820 -3.593  0.340
H: -3.776 2.301 -3.444  0.176
H: -4.085 4.126 -5.194  0.387
H: -3.010 4.616 -3.864  0.310
H: -5.640 6.659 -2.458  0.385
H: -3.955 6.143 -2.205  0.277
H: -6.418 4.353 -1.942  0.351
H: -5.409 4.929 -0.600  0.445
B: -3.525 -1.926 -0.725  0.765
C: -2.756 -0.565 -0.684  -0.074
N: -2.156 0.424 -0.681  -0.697
H: -4.231 -1.925 0.267  -0.156
H: -2.706 -2.822 -0.683  -0.185
H: -4.236 -1.956 -1.709  -0.206

## Properties
**Molar mass**: 1117.1 g mol⁻¹
**Total charge**: +1
**Energy above the lowest of the compared OMol25 structures with the same formula, charge and spin**: 12.4 kcal per mole
**Gap between HOMO and LUMO (spin up / spin down)**: 0.2339 / 0.2102 Ha
**HOMO energy (spin up / spin down)**: -9.43 / -9.43 eV
**2S+1**: 2

ORCA calculation (ωB97M-V/def2-TZVPD) on a structure of composition C49H49F3N3O2SbSn.

Each line ends with the Mulliken charge.
Geometry (Å):
Sn: -0.540 0.121 0.097  1.512
C: -3.718 -2.151 -1.005  -1.562
C: -2.337 -2.702 -1.370  0.918
C: -2.381 -4.220 -1.562  -1.766
C: -1.767 -2.019 -2.599  1.274
C: -2.419 -2.146 -3.815  0.220
C: -1.892 -1.585 -4.968  -1.166
C: -0.701 -0.875 -4.921  -0.852
C: 0.000 -0.722 -3.733  0.096
C: 1.358 -0.041 -3.779  -0.089
C: 2.528 -0.953 -3.391  -1.603
C: 1.406 1.278 -3.014  -0.928
C: -0.549 -1.307 -2.565  -0.380
N: 0.165 -1.254 -1.341  0.546
C: 0.810 -2.393 -0.941  -0.243
O: 0.970 -3.394 -1.596  -0.554
C: 1.281 -2.333 0.486  0.515
C: 2.122 -3.277 1.042  -0.828
C: 2.465 -3.143 2.380  -0.528
C: 1.951 -2.085 3.124  -0.745
C: 1.113 -1.189 2.493  0.320
N: 0.800 -1.317 1.202  0.334
C: 0.487 -0.038 3.217  -0.554
O: 0.652 0.125 4.399  -0.554
N: -0.177 0.855 2.385  0.381
C: -1.001 1.771 2.945  -0.354
C: -0.799 3.164 2.620  1.187
C: -1.610 4.087 3.228  -0.374
C: -2.621 3.689 4.111  -1.600
C: -2.852 2.344 4.392  -0.412
C: -2.076 1.360 3.827  0.972
C: -2.408 -0.090 4.076  0.744
C: -3.822 -0.412 3.576  -1.474
C: -2.268 -0.445 5.561  -1.691
C: 0.332 3.616 1.726  0.669
C: 1.207 4.668 2.414  -1.673
C: -0.208 4.154 0.402  -0.876
H: -4.096 -2.641 -0.108  0.530
H: -4.438 -2.327 -1.805  0.326
H: -3.688 -1.071 -0.812  0.244
H: -1.676 -2.504 -0.517  -0.255
H: -3.067 -4.486 -2.366  0.381
H: -2.731 -4.707 -0.652  0.460
H: -1.395 -4.612 -1.811  0.388
H: -3.338 -2.714 -3.876  0.528
H: -2.403 -1.716 -5.912  0.584
H: -0.290 -0.465 -5.834  0.476
H: 1.501 0.219 -4.831  0.667
H: 2.644 -1.022 -2.310  0.205
H: 3.454 -0.546 -3.794  0.506
H: 2.401 -1.961 -3.783  0.389
H: 1.259 1.130 -1.937  -0.138
H: 0.645 1.963 -3.385  0.017
H: 2.378 1.755 -3.138  0.546
H: 2.481 -4.088 0.423  0.597
H: 3.124 -3.863 2.846  0.485
H: 2.181 -1.945 4.170  0.608
H: -1.453 5.143 3.053  0.455
H: -3.238 4.443 4.582  0.435
H: -3.657 2.075 5.063  0.446
H: -1.715 -0.712 3.500  0.023
H: -4.575 0.132 4.146  0.351
H: -4.021 -1.475 3.704  0.503
H: -3.951 -0.162 2.520  0.218
H: -3.022 0.081 6.149  0.370
H: -1.286 -0.185 5.951  0.374
H: -2.429 -1.513 5.699  0.470
H: 0.969 2.751 1.519  0.179
H: 0.668 5.604 2.556  0.327
H: 2.079 4.882 1.799  0.453
H: 1.554 4.322 3.387  0.420
H: -0.840 5.030 0.557  0.309
H: -0.809 3.414 -0.134  -0.062
H: 0.621 4.449 -0.238  0.530
F: -1.674 7.571 -4.293  -0.313
C: -1.819 6.300 -3.922  0.091
C: -0.747 5.650 -3.342  -0.728
C: -0.906 4.326 -2.958  -0.376
C: -2.119 3.677 -3.160  0.481
C: -3.185 4.360 -3.748  -0.225
C: -3.038 5.681 -4.133  -0.765
Sb: -2.499 1.679 -2.546  0.540
C: -3.521 1.012 -4.251  0.827
C: -3.158 1.538 -5.494  -1.130
C: -3.856 1.180 -6.635  -0.729
C: -4.892 0.271 -6.512  0.120
F: -5.564 -0.081 -7.603  -0.327
C: -5.260 -0.289 -5.298  -0.596
C: -4.558 0.079 -4.165  -0.890
C: -4.100 1.950 -1.179  0.034
C: -3.861 1.987 0.193  0.857
C: -4.884 2.263 1.085  -0.576
C: -6.149 2.503 0.582  0.076
F: -7.136 2.767 1.438  -0.327
C: -6.422 2.480 -0.773  -0.939
C: -5.390 2.198 -1.654  -0.401
H: 0.188 6.175 -3.203  0.514
H: -0.073 3.819 -2.499  0.267
H: -4.135 3.870 -3.921  0.304
H: -3.847 6.232 -4.591  0.506
H: -2.351 2.255 -5.576  0.603
H: -3.614 1.591 -7.604  0.520
H: -6.082 -0.989 -5.259  0.533
H: -4.844 -0.345 -3.211  0.580
H: -2.869 1.806 0.595  -0.216
H: -4.717 2.293 2.153  0.562
H: -7.426 2.678 -1.120  0.519
H: -5.604 2.182 -2.713  0.377

## Properties
**Molar mass**: 1009.4 g mol⁻¹
**Total charge**: +2
**Energy above the lowest of the compared OMol25 structures with the same formula, charge and spin**: 0.0 kcal per mole
**Gap between HOMO and LUMO (spin up / spin down)**: 0.1958 / 0.1893 Ha
**HOMO energy (spin up / spin down)**: -13.86 / -13.38 eV

ORCA calculation (ωB97M-V/def2-TZVPD) on a structure of composition C49H50BFIN8S2V.

Each line ends with the Mulliken charge.
Geometry (Å):
V: -0.321 2.242 0.300  -2.689
C: -3.181 -1.485 1.127  -1.458
C: -2.413 -1.105 -0.108  1.324
C: -3.075 -0.341 -1.050  -1.687
C: -2.578 0.464 -2.116  1.013
C: -3.452 0.662 -3.321  -1.719
N: -1.424 1.133 -2.062  0.997
N: -0.743 1.187 -0.913  -0.283
B: -0.931 2.310 -2.999  -0.944
N: -1.191 3.618 -2.209  0.046
N: -0.930 3.751 -0.881  1.743
C: -1.268 4.989 -0.532  0.448
C: -1.203 5.474 0.879  -1.617
C: -1.734 5.682 -1.650  -1.587
C: -1.667 4.776 -2.692  0.827
C: -1.990 4.977 -4.133  -1.552
N: 0.563 2.183 -3.259  1.349
N: 1.435 3.117 -2.816  -0.813
C: 2.618 2.771 -3.289  0.664
C: 3.828 3.582 -2.959  -1.346
C: 2.520 1.605 -4.077  -1.394
C: 1.186 1.265 -4.033  0.867
C: 0.454 0.111 -4.631  -1.101
H: -4.095 -2.026 0.871  0.314
H: -3.469 -0.558 1.629  0.365
H: -2.594 -2.093 1.806  0.136
H: -4.160 -0.347 -0.978  0.431
H: -4.264 -0.060 -3.298  0.527
H: -2.883 0.517 -4.239  0.244
H: -3.872 1.670 -3.350  0.232
H: -1.547 2.307 -4.029  -0.152
H: -0.691 4.770 1.535  0.124
H: -2.212 5.610 1.274  0.213
H: -0.678 6.429 0.931  0.494
H: -2.068 6.704 -1.697  0.504
H: -2.309 6.006 -4.292  0.399
H: -2.784 4.309 -4.465  0.217
H: -1.114 4.782 -4.753  0.275
H: 3.522 4.504 -2.469  0.307
H: 4.398 3.827 -3.858  0.417
H: 4.488 3.044 -2.277  0.138
H: 3.310 1.077 -4.586  0.444
H: 1.146 -0.527 -5.178  0.439
H: -0.324 0.448 -5.320  0.195
H: -0.024 -0.491 -3.856  0.055
S: 1.930 -1.592 1.132  -0.102
C: 0.756 -2.826 1.423  0.212
N: 1.044 -3.833 2.368  0.380
C: -0.138 -4.495 2.885  -0.997
C: -0.929 -5.046 1.720  -0.623
N: -1.380 -3.963 0.871  0.102
C: -2.007 -4.439 -0.354  -0.930
C: -1.129 -5.324 -1.216  0.286
C: 0.027 -4.809 -1.802  0.072
C: 0.838 -5.618 -2.582  -1.033
C: 0.505 -6.950 -2.794  -0.314
C: -0.640 -7.471 -2.212  -0.668
C: -1.447 -6.660 -1.426  -0.359
C: -0.447 -2.882 0.767  -0.880
S: -0.765 -1.542 -0.318  0.392
C: 2.056 -3.534 3.367  -1.505
C: 3.479 -3.771 2.915  1.103
C: 4.523 -3.149 3.588  -0.590
C: 5.840 -3.380 3.224  -0.579
C: 6.130 -4.243 2.177  -0.407
C: 5.092 -4.874 1.507  -0.695
C: 3.775 -4.642 1.876  -0.111
H: -0.759 -3.813 3.488  0.267
H: 0.176 -5.328 3.517  0.596
H: -1.805 -5.610 2.064  0.318
H: -0.270 -5.744 1.182  0.372
H: -2.310 -3.573 -0.944  0.213
H: -2.911 -4.990 -0.074  0.473
H: 0.294 -3.774 -1.636  0.549
H: 1.733 -5.205 -3.028  0.435
H: 1.138 -7.578 -3.407  0.381
H: -0.904 -8.510 -2.368  0.372
H: -2.339 -7.070 -0.965  0.352
H: 1.866 -4.209 4.208  0.627
H: 1.962 -2.507 3.738  0.026
H: 4.299 -2.456 4.391  0.360
H: 6.641 -2.874 3.748  0.363
H: 7.157 -4.412 1.878  0.371
H: 5.307 -5.541 0.682  0.367
H: 2.962 -5.111 1.338  0.377
I: 0.310 0.702 2.650  0.465
C: -1.171 1.843 3.616  0.343
C: -1.187 1.905 4.980  -0.649
C: -2.257 2.550 5.637  -0.668
C: -3.300 3.046 4.912  -1.088
C: -3.308 2.965 3.496  1.092
C: -4.421 3.406 2.744  -0.931
C: -4.408 3.295 1.382  -1.274
C: -3.258 2.825 0.717  0.098
C: -2.113 2.420 1.374  1.162
C: -2.190 2.419 2.806  0.435
H: -0.397 1.443 5.557  0.447
H: -2.254 2.621 6.717  0.390
H: -4.149 3.502 5.408  0.390
H: -5.276 3.821 3.265  0.333
H: -5.269 3.611 0.805  0.390
H: -3.280 2.820 -0.370  0.311
F: 5.712 3.661 1.029  -0.397
C: 4.383 3.411 0.834  0.588
C: 3.995 2.172 0.363  -1.160
C: 2.642 1.936 0.172  0.323
C: 1.654 2.897 0.449  0.705
C: 2.117 4.129 0.912  -0.086
C: 3.471 4.404 1.107  -0.963
H: 4.736 1.408 0.159  0.482
H: 2.351 0.959 -0.203  0.686
H: 1.423 4.934 1.128  0.162
H: 3.814 5.369 1.456  0.433

## Properties
**Molar mass**: 1022.8 g mol⁻¹
**Total charge**: -1
**Energy above the lowest of the compared OMol25 structures with the same formula, charge and spin**: 62.0 kcal per mole
**Gap between HOMO and LUMO (spin up / spin down)**: 0.2049 / 0.2096 Ha
**HOMO energy (spin up / spin down)**: -3.59 / -3.59 eV
**2S+1**: 2

ORCA calculation (ωB97M-V/def2-TZVPD) on a structure of composition C49H50Cl4LaN8O4SSb in a non-equilibrium geometry.

Each line ends with the Mulliken charge.
Geometry (Å):
La: -0.135 -0.579 -0.377  1.586
O: -1.411 -3.768 2.671  -0.858
C: -1.337 -2.990 1.709  -0.336
N: -0.685 -1.825 1.659  0.817
C: -0.055 -1.475 2.928  -2.220
C: 1.420 -1.235 2.797  0.903
C: 2.120 -0.527 3.777  -1.203
C: 3.491 -0.417 3.676  -0.597
C: 4.134 -1.001 2.588  -1.195
C: 3.357 -1.641 1.644  -0.225
N: 2.032 -1.759 1.739  0.546
C: -2.073 -3.380 0.443  0.538
C: -2.749 -4.596 0.455  -0.776
C: -3.444 -4.999 -0.667  -1.041
C: -3.441 -4.165 -1.776  -1.065
C: -2.741 -2.977 -1.705  -0.477
N: -2.065 -2.575 -0.627  1.672
H: -0.197 -2.309 3.624  0.717
H: -0.530 -0.592 3.360  0.289
H: 1.579 -0.075 4.599  0.492
H: 4.060 0.113 4.429  0.413
H: 5.208 -0.947 2.474  0.481
H: 3.805 -2.066 0.750  0.594
H: -2.701 -5.183 1.360  0.597
H: -3.981 -5.940 -0.682  0.448
H: -3.971 -4.429 -2.681  0.581
H: -2.722 -2.312 -2.563  0.062
Cl: -0.007 6.018 -3.255  -0.224
C: 0.193 4.309 -3.102  0.254
C: 0.670 3.542 -4.153  0.594
Cl: 1.066 4.303 -5.652  -0.231
C: 0.823 2.160 -4.006  0.165
Cl: 1.367 1.188 -5.331  -0.246
C: 0.504 1.503 -2.815  -1.250
O: 0.565 0.222 -2.643  0.257
C: 0.031 2.308 -1.731  -1.036
O: -0.308 1.675 -0.614  -0.099
C: -0.134 3.678 -1.898  0.762
Cl: -0.771 4.575 -0.560  -0.147
C: 3.827 -0.356 -2.071  -1.408
N: 4.025 0.717 -1.110  0.585
C: 5.152 1.600 -1.354  -0.626
C: 5.532 2.320 -0.076  -0.679
C: 4.301 3.028 0.454  -0.627
N: 3.209 2.084 0.604  0.506
C: 2.098 2.502 1.450  -0.778
C: 3.067 0.994 -0.187  -1.279
O: 2.081 0.237 -0.075  1.142
H: 3.923 0.038 -3.085  0.426
H: 2.830 -0.768 -1.956  0.099
H: 4.572 -1.145 -1.924  0.387
H: 4.906 2.326 -2.137  0.311
H: 5.982 0.988 -1.711  0.379
H: 6.332 3.035 -0.267  0.383
H: 5.880 1.594 0.663  0.239
H: 4.017 3.849 -0.216  0.292
H: 4.501 3.460 1.436  0.360
H: 1.433 3.194 0.927  0.125
H: 2.496 2.993 2.338  0.489
H: 1.514 1.644 1.752  -0.197
C: 2.317 -6.088 -0.300  -0.775
C: 2.109 -4.877 0.588  -0.624
N: 1.221 -3.949 -0.084  1.085
C: 1.229 -3.710 -1.428  -0.665
N: 0.601 -2.655 -1.871  0.918
C: 0.508 -2.487 -3.325  -0.521
C: 0.501 -3.821 -4.049  -0.852
C: 1.773 -4.547 -3.662  -0.749
N: 1.822 -4.664 -2.216  0.321
C: 2.790 -5.592 -1.656  -0.640
H: 1.369 -6.614 -0.426  0.295
H: 3.046 -6.770 0.137  0.424
H: 3.077 -4.415 0.817  0.290
H: 1.646 -5.158 1.535  0.301
H: 0.920 -3.164 0.483  -1.023
H: 1.337 -1.871 -3.684  0.329
H: -0.396 -1.920 -3.547  -0.407
H: 0.456 -3.678 -5.129  0.408
H: -0.366 -4.408 -3.733  0.295
H: 2.642 -3.994 -4.044  0.238
H: 1.807 -5.553 -4.085  0.511
H: 3.774 -5.114 -1.556  0.244
H: 2.897 -6.426 -2.350  0.381
S: -1.329 1.563 2.101  -0.797
Sb: -2.711 1.928 0.314  2.408
C: -3.975 3.578 0.796  0.837
C: -5.080 3.872 0.006  -0.316
C: -5.910 4.930 0.349  -0.772
C: -5.635 5.689 1.477  -0.488
C: -4.536 5.386 2.269  -0.626
C: -3.704 4.329 1.931  -0.739
C: -2.841 1.882 -1.862  0.063
C: -3.055 2.993 -2.662  -0.713
C: -2.983 2.874 -4.045  -0.774
C: -2.708 1.646 -4.629  -0.958
C: -2.527 0.526 -3.831  -0.493
C: -2.592 0.648 -2.453  0.398
C: -4.030 0.227 0.492  0.837
C: -5.023 -0.007 -0.457  -0.426
C: -5.850 -1.115 -0.341  -0.794
C: -5.688 -1.993 0.723  -0.562
C: -4.716 -1.752 1.682  -0.354
C: -3.887 -0.644 1.564  -0.602
H: -5.298 3.277 -0.874  0.315
H: -6.772 5.159 -0.265  0.405
H: -6.280 6.519 1.738  0.379
H: -4.328 5.973 3.155  0.397
H: -2.845 4.076 2.544  0.333
H: -3.256 3.960 -2.217  0.522
H: -3.123 3.752 -4.663  0.445
H: -2.627 1.561 -5.705  0.383
H: -2.327 -0.438 -4.284  0.316
H: -2.469 -0.232 -1.824  0.135
H: -5.151 0.670 -1.293  0.282
H: -6.619 -1.292 -1.082  0.428
H: -6.328 -2.864 0.806  0.417
H: -4.589 -2.429 2.518  0.386
H: -3.126 -0.447 2.309  0.281

## Properties
**Molar mass**: 1249.5 g mol⁻¹
**Total charge**: 0
**Energy above the lowest of the compared OMol25 structures with the same formula, charge and spin**: 16.0 kcal per mole
**Gap between HOMO and LUMO**: 0.2615 Ha
**HOMO energy**: -6.86 eV